No. 1
{
  "formula": "C23H37BCl10N2O4",
  "method": "ωB97M-V/def2-TZVPD",
  "lumo_energy_ev": -0.76,
  "homo_lumo_gap_ev": 8.2,
  "smiles": "CN(C)B(O)c1cc(CCCO)cc2c1C(=O)NC2=O.ClCCCl.ClCCCl.ClCCCl.ClCCCl.ClCCCl",
  "total_charge": 0,
  "elements": ["C", "N", "C", "B", "O", "C", "C", "C", "C", "C", "C", "O", "C", "C", "C", "C", "O", "N", "C", "O", "H", "H", "H", "H", "H", "H", "H", "H", "H", "H", "H", "H", "H", "H", "H", "H", "H", "Cl", "C", "C", "Cl", "H", "H", "H", "H", "Cl", "C", "C", "Cl", "H", "H", "H", "H", "Cl", "C", "C", "Cl", "H", "H", "H", "H", "Cl", "C", "C", "Cl", "H", "H", "H", "H", "Cl", "C", "C", "Cl", "H", "H", "H", "H"],
  "positions_angstrom": [[-2.476983, 6.123962, -1.920914], [-1.407269, 5.098268, -1.571718], [-0.444725, 5.869504, -0.692194], [-2.055452, 3.985950, -0.802900], [-3.403192, 4.193283, -0.267296], [-1.365674, 2.556842, -0.464199], [-0.286268, 2.469607, 0.642658], [0.318501, 1.071495, 0.955748], [1.398362, 1.000997, 2.138329], [0.547074, 0.682644, 3.494949], [1.107911, 1.454276, 4.784522], [0.643780, 2.826651, 4.755441], [-0.092739, -0.250733, 0.216202], [-1.169084, -0.124158, -0.882780], [-1.779033, 1.269991, -1.209194], [-2.817114, 1.014867, -2.387505], [-3.275483, 1.754182, -3.275661], [-3.115958, -0.446798, -2.226938], [-1.880054, -1.197304, -1.822976], [-1.546267, -2.361807, -2.124324], [-3.344365, 5.582438, -2.434229], [-2.064802, 6.953896, -2.596271], [-2.784083, 6.638915, -0.938325], [-0.630379, 7.003048, -0.814775], [-0.577380, 5.654548, 0.425888], [0.655533, 5.716331, -1.010338], [-3.374653, 3.908330, 0.680679], [0.061349, 3.363991, 1.258851], [2.170069, 0.181741, 1.911717], [1.973498, 1.995017, 2.234004], [-0.507000, 1.100197, 3.280860], [0.427126, -0.446538, 3.629566], [0.635727, 0.929317, 5.703282], [2.238426, 1.348363, 4.899086], [-0.312018, 2.783825, 4.999959], [0.353845, -1.267803, 0.459174], [-3.667014, -0.561219, -1.351609], [-5.457510, 2.133409, -8.655075], [-4.888652, 2.654671, -7.047298], [-5.449025, 1.795769, -5.932453], [-7.203936, 2.029439, -5.719663], [-5.158174, 3.704279, -6.917624], [-3.799244, 2.582056, -7.059636], [-4.977622, 2.063387, -4.985150], [-5.269268, 0.737103, -6.113198], [1.474327, -2.826221, 1.435664], [2.944918, -3.666886, 1.992599], [3.560218, -3.001715, 3.206196], [4.255015, -1.406213, 2.820842], [3.646847, -3.708539, 1.157932], [2.649931, -4.688395, 2.240328], [4.374831, -3.615457, 3.591301], [2.828898, -2.867669, 4.005083], [4.212229, -5.372964, 4.806189], [3.231148, -6.617714, 5.621871], [2.715631, -7.663857, 4.655050], [1.495855, -7.003264, 3.536986], [2.414750, -6.115939, 6.144007], [3.874094, -7.087902, 6.368712], [2.233288, -8.472891, 5.207114], [3.523197, -8.092815, 4.059325], [-4.134571, -0.945085, -7.606798], [-5.126208, -2.186731, -6.801413], [-5.653941, -3.218842, -7.776716], [-6.868991, -2.536827, -8.886546], [-5.937303, -1.681694, -6.273044], [-4.486580, -2.670203, -6.060096], [-6.143239, -4.028067, -7.230882], [-4.851612, -3.650249, -8.377713], [7.479933, -1.875517, 5.108751], [8.745982, -1.021312, 4.191085], [8.452083, 0.458518, 4.051014], [7.052963, 0.768904, 2.993616], [8.842682, -1.505105, 3.217643], [9.681452, -1.163071, 4.736124], [9.307681, 0.965407, 3.600199], [8.253713, 0.922087, 5.018906]],
  "atomic_forces_ev_per_a": [[-0.2, 0.1, 0.1], [-1.4, 0.8, 1.4], [1.3, 0.5, 0.0], [-1.0, 0.6, 0.2], [2.5, -0.4, 0.4], [1.9, -2.5, 0.7], [-1.3, -4.1, -2.1], [-0.9, 0.2, -1.4], [-0.8, -0.3, -0.3], [0.2, 0.7, -0.7], [-1.2, -1.7, 0.2], [-0.2, -0.9, 0.3], [-2.0, 3.6, -1.4], [1.4, 2.8, 1.6], [2.1, -0.5, 1.7], [0.4, 1.2, 0.2], [1.5, -2.7, 3.4], [0.0, -0.9, -0.7], [1.5, -0.7, 0.6], [-1.6, 4.7, 1.2], [1.1, 1.0, 0.8], [-0.4, -1.4, 0.8], [-0.1, -0.7, -1.6], [0.2, -1.9, 0.1], [0.3, 0.2, -1.4], [-1.7, 0.0, 0.7], [-0.4, -0.1, -1.3], [-0.6, -1.4, -1.1], [-1.3, 1.2, 0.4], [-1.1, -1.4, -0.2], [1.5, -0.7, 0.6], [0.4, 1.5, -0.1], [0.9, 0.8, -1.3], [-1.5, 0.7, -0.4], [1.2, 0.1, -0.3], [-0.7, 2.1, -0.5], [-0.1, 0.3, -1.0], [-0.1, 0.1, -0.1], [0.1, 0.0, 0.2], [0.3, 0.1, 0.1], [-0.1, 0.0, 0.0], [-0.1, -0.2, 0.0], [-0.1, -0.1, 0.1], [0.0, 0.0, -0.1], [-0.1, 0.2, 0.0], [0.2, -0.4, 0.3], [0.3, -0.3, 0.1], [0.0, 0.1, -0.2], [0.0, 0.1, 0.0], [-0.1, 0.2, 0.1], [0.0, 0.1, 0.1], [-0.2, 0.6, -0.5], [0.1, 0.0, -0.1], [-0.1, -0.8, 0.5], [0.0, -0.3, 0.2], [0.1, -0.1, 0.1], [0.0, 0.0, 0.0], [0.1, 0.0, -0.2], [0.0, 0.0, -0.1], [0.0, 0.1, 0.0], [-0.1, 0.1, 0.0], [0.1, -0.2, -0.1], [0.0, -0.2, 0.2], [0.1, -0.1, 0.1], [0.0, 0.0, 0.0], [0.0, 0.0, -0.2], [0.0, 0.0, -0.1], [0.0, 0.1, 0.0], [-0.1, 0.2, 0.0], [0.0, 0.0, 0.0], [0.2, 0.1, -0.1], [0.2, 0.0, 0.1], [0.0, 0.0, 0.0], [-0.1, 0.1, 0.1], [-0.1, 0.1, 0.0], [-0.1, -0.1, 0.0], [-0.1, -0.1, -0.1]]
}



No. 2
{
  "formula": "C5H6FOP",
  "method": "ωB97M-V/def2-TZVPD",
  "lumo_energy_ev": [-1.71, -1.70],
  "homo_lumo_gap_ev": [7.0, 7.0],
  "total_charge": 0,
  "elements": ["C", "C", "C", "C", "C", "O", "F", "P", "H", "H", "H", "H", "H", "H"],
  "positions_angstrom": [[0.565831, 0.793111, -0.255735], [-0.701682, 0.971863, -1.088712], [-0.763400, -0.129974, -1.928980], [0.382974, -0.217324, 0.590525], [1.503528, -0.742587, 1.441185], [-0.703045, -0.947730, 0.837726], [-3.344363, -0.124390, 0.773887], [-1.853051, -0.402773, -0.376860], [1.601662, 1.158420, -0.562956], [-0.910537, 2.094069, -1.225544], [-0.773141, 0.114718, -3.077355], [2.407882, -0.328756, 1.056085], [1.308620, -1.852461, 1.364488], [1.278722, -0.386187, 2.452250]],
  "atomic_forces_ev_per_a": [[0.1, -0.6, -1.2], [-0.1, 3.8, 2.5], [0.9, -0.2, -3.1], [3.6, -0.6, 1.8], [-2.0, -0.7, 0.0], [-2.4, 2.0, -2.8], [2.5, 0.2, -1.1], [-2.5, -1.0, 1.1], [-1.8, -0.3, 0.6], [-0.3, -1.8, -0.3], [-0.4, -1.1, 1.9], [0.9, -0.3, 0.1], [1.2, 1.0, 0.4], [0.4, -0.3, 0.1]]
}